1.
{"formula": "C13H22O10", "method": "ωB97M-V/def2-TZVPD", "e_lumo_ev": 0.027, "e_homo_ev": -9.98, "elements": ["O", "O", "O", "O", "O", "O", "O", "O", "O", "O", "C", "C", "C", "C", "C", "C", "C", "C", "C", "C", "C", "C", "C", "H", "H", "H", "H", "H", "H", "H", "H", "H", "H", "H", "H", "H", "H", "H", "H", "H", "H", "H", "H", "H", "H"], "positions_angstrom": [[4.377933, -1.627500, -0.522221], [3.423841, -1.170791, 5.111516], [-3.805228, 4.017044, -4.894995], [-2.993562, 1.985526, -5.312067], [-2.136394, 3.774577, -6.384138], [0.213963, -0.620754, -0.463981], [1.376362, -0.293136, 5.099197], [1.961727, -0.532998, 0.934793], [0.282413, 0.949636, 1.104824], [2.923544, 0.509329, 6.519729], [0.904980, -0.122152, 0.574274], [-3.560495, 0.859339, -3.236868], [5.185889, -0.661192, -1.147285], [2.730185, -1.889701, 4.054846], [2.617057, -0.246723, 5.662720], [-0.981759, 1.148088, 0.494239], [-4.417097, 3.189344, -3.927649], [1.276605, -1.457033, 4.300952], [2.976808, -3.373481, 4.242697], [-2.157765, -0.942491, -0.388442], [-1.050285, 0.048076, -0.605625], [-4.038927, 1.753856, -4.352118], [-2.897419, 3.301367, -5.610079], [5.626243, -1.105723, -2.041329], [-4.869553, 1.321792, -4.912018], [4.630845, 0.233546, -1.449796], [6.038235, -0.338566, -0.533521], [-1.746844, 0.946026, 1.243586], [-4.034816, 3.427216, -2.930693], [-1.080748, 2.144715, 0.077423], [-5.494380, 3.343654, -3.900023], [4.047798, -3.558270, 4.280780], [0.759250, -2.228187, 4.881129], [-2.189130, -1.346831, 0.622373], [-4.406447, 0.340971, -2.773577], [3.979479, -1.220924, 0.253248], [-2.795843, 0.152062, -3.543082], [-2.146591, -1.765310, -1.105649], [0.727014, -1.283576, 3.379808], [-1.094357, 0.519181, -1.584994], [3.127353, -1.490237, 3.123106], [2.527058, -3.949927, 3.434684], [-3.140296, -0.491235, -0.581194], [2.521001, -3.684171, 5.183269], [-3.197645, 1.435565, -2.377849]], "atomic_forces_ev_per_a": [[0.0805, -0.0460, 0.1202], [-0.1624, -0.1429, -0.0254], [0.0617, 0.0355, -0.1199], [0.1749, 0.0954, 0.1961], [-0.0020, -0.0631, -0.0533], [-0.0997, 0.0186, 0.0374], [0.1507, 0.1889, -0.0230], [0.0628, -0.0968, 0.3432], [0.2247, 0.0134, 0.1451], [0.1462, 0.2462, 0.2228], [0.1363, 0.3810, -0.5547], [-0.4910, 0.1398, 1.0010], [0.5548, 0.2505, -0.2645], [0.0156, 0.2576, 0.4877], [-0.2688, -0.1425, -0.3186], [-0.4444, -0.9412, -0.2890], [-0.1462, -0.4950, 0.4827], [0.2102, -0.7648, -0.0803], [-0.0970, 0.3867, -0.0391], [-1.0530, -0.1903, -0.5445], [0.1502, 0.3211, 0.5802], [-0.0816, 0.5107, -0.3757], [-0.1151, 0.0540, 0.0820], [-0.1979, -0.0613, -0.0036], [0.0502, -0.2364, 0.0881], [-0.0751, -0.0665, 0.0196], [-0.1784, -0.0455, 0.1321], [-0.0717, 0.3187, 0.0295], [0.1637, 0.0536, -0.1017], [0.1864, 0.1592, 0.1768], [0.0153, 0.1096, -0.2492], [-0.0002, -0.1326, -0.0624], [-0.0590, 0.0353, -0.0490], [0.2421, 0.0214, 0.0393], [0.0142, -0.2928, -0.4341], [-0.2420, -0.0544, -0.0593], [-0.1035, -0.0882, -0.1692], [0.4477, -0.0480, 0.0959], [0.0271, 0.3175, 0.0267], [0.1083, -0.2526, -0.1564], [-0.1187, -0.1682, -0.1407], [0.0612, 0.0205, -0.0723], [0.2049, 0.2762, 0.2220], [0.1002, -0.0767, 0.0277], [0.4176, 0.1946, -0.3704]], "nbo_charge": [-0.723, -0.496, -0.488, -0.492, -0.560, -0.479, -0.496, -0.612, -0.481, -0.574, 0.984, -0.638, -0.246, 0.066, 0.972, -0.090, -0.087, -0.090, -0.625, -0.638, 0.062, 0.063, 0.970, 0.177, 0.189, 0.156, 0.156, 0.189, 0.175, 0.199, 0.199, 0.232, 0.173, 0.221, 0.224, 0.479, 0.242, 0.235, 0.197, 0.196, 0.204, 0.222, 0.217, 0.211, 0.200]}

2.
{"formula": "C5H7NOS2", "method": "ωB97M-V/def2-TZVPD", "e_lumo_ev": [-0.507, -0.509], "e_homo_ev": [-7.94, -7.93], "elements": ["S", "S", "O", "N", "C", "C", "C", "C", "C", "H", "H", "H", "H", "H", "H", "H"], "positions_angstrom": [[2.113416, -0.859290, -0.001153], [1.309312, 2.150341, -0.340479], [1.642045, -1.444481, 1.275034], [1.727196, -1.971388, -1.342571], [-1.203419, 1.601729, 0.263991], [-1.643877, -0.836660, 0.738222], [-0.812661, 0.297400, 0.236095], [1.037218, 0.489394, -0.488857], [-0.328064, 2.618395, -0.023600], [-1.066576, -1.451640, 1.449201], [-2.675243, -0.464376, 1.001455], [-0.372926, 3.618613, 0.060366], [-1.793338, -1.467371, -0.154728], [2.171395, -2.826205, -1.047056], [-2.165488, 1.978143, 0.503580], [2.061004, -1.432610, -2.129506]], "atomic_forces_ev_per_a": [[0.1719, 0.6069, -0.1354], [-1.6995, -0.6544, -0.0907], [-0.1935, -0.1290, -0.9527], [-1.1739, 1.6853, 2.1983], [0.2735, 0.1238, -0.3571], [0.1847, -0.3003, -1.6452], [3.7966, 1.4204, -1.1721], [-4.6284, -1.5679, 2.4844], [3.7398, -2.9123, -0.5460], [-0.6218, 0.4271, 0.0451], [1.2713, -0.4173, 0.3000], [-0.9519, 3.2780, 0.1921], [-0.0720, -0.2270, 0.3809], [0.5786, -0.2128, -0.7279], [-1.1084, -0.3641, 0.4996], [0.4330, -0.7566, -0.4733]], "nbo_charge": [1.357, 0.579, -0.950, -1.009, -0.370, -0.704, 0.186, -0.686, -0.360, 0.268, 0.228, 0.220, 0.241, 0.385, 0.231, 0.382]}

3.
{"formula": "C9H15NO4", "method": "ωB97M-V/def2-TZVPD", "e_lumo_ev": [0.765, 0.765], "e_homo_ev": [-7.87, -7.87], "elements": ["O", "O", "O", "O", "N", "C", "C", "C", "C", "C", "C", "C", "C", "C", "H", "H", "H", "H", "H", "H", "H", "H", "H", "H", "H", "H", "H", "H", "H"], "positions_angstrom": [[0.656309, 0.303067, 1.464574], [-1.607008, -0.929294, -0.650548], [-1.660536, 0.475421, 1.121754], [2.998458, 0.407629, -1.148278], [2.399228, 0.646416, -0.060898], [2.985099, 1.737879, 0.743996], [-3.508751, 0.384542, -0.544742], [-0.645786, -1.361265, 0.200702], [-0.599291, -0.386348, 1.405986], [1.638904, -2.530181, -0.064905], [1.330243, 0.009787, 0.276873], [-2.026580, 0.425788, -0.283992], [0.785257, -1.276810, -0.382651], [-1.274671, 1.601994, -0.896913], [-4.050232, -0.245752, 0.163608], [-3.924191, 1.308083, -0.274437], [1.793736, -3.114465, -1.027411], [2.632710, 2.631017, 0.273686], [2.676434, -2.356672, 0.390864], [-0.332837, 1.244036, -1.338866], [-3.744045, 0.159922, -1.527461], [2.446629, 1.893889, 1.715808], [-1.913891, 1.959248, -1.895225], [0.591583, -0.995151, -1.354821], [4.045152, 1.682383, 0.644481], [1.163095, -3.161601, 0.581642], [-1.045904, -2.295570, 0.427231], [-0.658179, -0.731884, 2.353203], [-1.150949, 2.513896, -0.313265]], "atomic_forces_ev_per_a": [[0.6139, -0.3390, -1.6762], [-1.1343, 2.9184, -1.4797], [-0.8337, -0.0571, 0.3300], [0.8910, -0.4931, -1.2891], [-0.8805, 0.0984, 1.1901], [-2.5261, 0.5654, 0.5540], [0.2569, 0.2841, 2.8816], [2.2143, 0.7173, 0.9899], [-0.5633, 1.5945, -2.8487], [2.7055, 1.1229, -2.8490], [-0.3247, -0.9668, 1.2149], [0.6797, -1.0756, 1.0553], [0.3527, 0.7883, 2.8477], [-1.5919, 0.2667, -4.4939], [0.4847, -0.6813, -0.2539], [-0.5206, 1.8378, -0.0959], [-0.0420, 0.6812, 1.1730], [0.2187, 0.7544, -0.9096], [-1.4848, 0.2186, -0.8824], [-0.0600, 0.3468, 0.4111], [-0.2264, -0.5224, -1.9066], [1.2151, -0.9963, -0.3492], [1.6198, -0.8431, 2.4181], [0.3656, -0.2715, -2.6357], [0.5740, -0.2435, 0.5008], [-1.5221, -1.5549, 1.7831], [0.5093, -2.1415, 1.0290], [-0.9066, -1.4695, 2.9086], [-0.0840, -0.5394, 0.3826]], "nbo_charge": [-0.502, -0.520, -0.530, -0.600, 0.062, -0.456, -0.636, 0.057, 0.344, -0.607, 0.484, 0.529, -0.290, -0.666, 0.227, 0.214, 0.230, 0.214, 0.231, 0.233, 0.230, 0.228, 0.206, 0.249, 0.239, 0.202, 0.205, 0.179, 0.245]}

4.
{"formula": "C6H9NO", "method": "ωB97M-V/def2-TZVPD", "e_lumo_ev": 0.118, "e_homo_ev": -9.42, "elements": ["O", "N", "C", "C", "C", "C", "C", "C", "H", "H", "H", "H", "H", "H", "H", "H", "H"], "positions_angstrom": [[-0.855753, -1.785457, -1.692702], [-2.480762, -0.355844, -1.364987], [0.615257, -0.042367, 0.007447], [0.460139, -1.152639, 0.895690], [1.346704, 1.273798, 0.150049], [-1.398847, -1.030258, -1.049817], [-0.742000, -0.406822, 0.249109], [1.839439, 1.486826, 1.255917], [1.117322, -0.460647, -1.044904], [0.675466, -2.165904, 0.455292], [-1.324463, 0.294687, 1.078101], [2.097427, 2.425641, 1.731335], [-2.893865, -0.025355, -2.721377], [0.666996, -1.028194, 1.856725], [-2.705860, 0.435418, -0.974949], [1.376406, 2.088215, -0.643724], [2.206394, 0.448902, 1.812793]], "atomic_forces_ev_per_a": [[3.6230, -5.8550, -4.1261], [-3.5694, -1.7821, -8.3284], [5.5691, 0.7871, -6.7254], [-1.3227, -2.3267, -3.6502], [-4.0638, -0.3294, -5.7001], [-0.8494, 5.4242, 5.0295], [-2.5422, 0.3057, 2.5364], [4.7814, -1.3534, 8.3287], [-2.0436, 0.7477, 2.2436], [-0.2014, 1.2224, 0.5961], [1.2447, -1.8901, -2.5819], [0.6795, -0.0297, -0.4102], [1.9410, -2.0283, 5.0149], [0.3401, 0.3868, 4.1649], [-1.1368, 4.9664, 3.2481], [-0.9422, -1.2354, 0.8404], [-1.5073, 2.9898, -0.4804]], "nbo_charge": [-0.567, -0.756, -0.262, -0.398, -0.193, 0.677, -0.328, -0.382, 0.220, 0.236, 0.230, 0.203, 0.357, 0.209, 0.362, 0.213, 0.179]}

For each record above, in turn, the calculated energy above the lowest of the compared OMol25 structures with the same formula, charge and spin values are 0.00, 432.48, 483.56, 622.81 kJ/mol.